1.
56
Properties=species:S:1:pos:R:3:forces:R:3 method="wB97M-V/def2-TZVPD" e_lumo_ha=0.0229 smiles="CCCCN(CCCC)C(=S)N/N=C/c1c(C)[nH]n(-c2ccccc2)c1=O" gap_ev=8.3 total_energy_ev=-41543.1305 e_homo_ha=-0.28384
C -4.153482 -5.125454 0.838086 -0.024 0.070 -0.246
C -4.217507 -4.037347 -0.226384 0.037 0.097 0.305
C -4.084146 -2.644172 0.383553 -0.070 -0.082 -0.461
C -4.157296 -1.547969 -0.687404 0.093 -0.339 0.272
N -4.020271 -0.218267 -0.132493 0.466 -0.050 -0.030
C -5.243676 0.498701 0.167566 -0.236 0.423 -0.142
C -5.742858 1.299565 -1.037110 -0.204 -0.142 0.147
C -7.099060 1.955626 -0.786667 0.197 0.046 -0.023
C -7.049747 3.021789 0.301238 -0.111 -0.137 -0.141
C -2.829059 0.389609 0.072334 -0.111 0.247 0.116
S -2.705234 1.964819 0.563996 -0.011 0.767 0.256
N -1.697260 -0.343169 -0.132791 -0.510 -1.338 -0.404
N -0.495439 0.231444 -0.005875 0.773 0.358 0.021
C 0.559400 -0.470525 -0.137466 -0.800 -0.439 -0.110
C 1.858137 0.108904 0.003579 0.601 0.605 0.213
C 2.198305 1.405811 0.308948 0.119 -0.534 -0.263
C 1.338383 2.578191 0.580365 -0.043 0.047 0.081
N 3.551315 1.511689 0.286559 0.066 0.247 -0.185
N 4.108262 0.260955 0.091109 -0.341 0.005 0.157
C 5.487217 0.088330 -0.024666 0.450 0.061 -0.094
C 6.320313 1.179197 -0.269407 -0.197 -0.001 0.023
C 7.688128 0.996620 -0.357545 0.084 -0.033 0.041
C 8.238784 -0.264765 -0.212899 0.117 0.021 -0.039
C 7.408718 -1.350308 0.015319 0.027 0.114 -0.009
C 6.041338 -1.182910 0.115995 -0.167 -0.105 0.024
C 3.080602 -0.661617 -0.139007 -0.112 0.308 0.158
O 3.244010 -1.837713 -0.400463 0.008 -0.348 -0.124
H -3.205169 -5.085394 1.369272 0.086 -0.034 0.092
H -4.250896 -6.108409 0.384236 -0.002 -0.136 0.047
H -4.956048 -4.999555 1.561222 -0.068 -0.028 0.109
H -5.167023 -4.106906 -0.761832 0.002 0.001 -0.100
H -3.416956 -4.194014 -0.953534 -0.024 0.006 -0.096
H -3.139411 -2.572045 0.927712 0.014 0.041 0.075
H -4.885377 -2.483884 1.107935 0.012 0.049 0.077
H -3.397815 -1.716687 -1.458684 -0.092 0.017 -0.016
H -5.129378 -1.599192 -1.184417 0.097 0.013 -0.058
H -5.998120 -0.226947 0.482082 0.002 -0.067 0.004
H -5.034841 1.178549 0.995227 -0.107 -0.175 -0.036
H -5.820231 0.633906 -1.901252 0.049 -0.026 -0.043
H -5.002474 2.066757 -1.268157 0.068 -0.035 -0.030
H -7.830225 1.189288 -0.515879 -0.087 -0.021 -0.069
H -7.434090 2.415561 -1.719096 -0.078 -0.064 -0.003
H -6.259669 3.738277 0.091356 0.096 0.116 0.029
H -6.859346 2.579786 1.275321 0.039 0.028 0.154
H -7.996653 3.554760 0.350133 -0.059 0.085 0.082
H -1.744580 -1.342026 -0.339389 0.003 0.368 0.091
H 0.536630 -1.543990 -0.358101 -0.035 0.003 0.013
H 1.662455 3.097153 1.481210 0.027 0.063 0.079
H 1.386657 3.280233 -0.251372 -0.003 0.045 -0.068
H 0.309205 2.248425 0.691061 -0.043 0.105 0.044
H 4.083037 2.211803 0.781629 -0.064 -0.207 0.101
H 5.907181 2.166357 -0.416603 -0.042 0.057 -0.032
H 8.324739 1.848123 -0.547699 0.041 0.063 -0.014
H 9.307045 -0.401125 -0.284354 0.091 -0.011 -0.010
H 7.829623 -2.338677 0.122195 0.015 -0.088 0.015
H 5.392172 -2.025250 0.284698 -0.044 -0.037 0.023

2.
69
Properties=species:S:1:pos:R:3:forces:R:3 method="wB97M-V/def2-TZVPD" e_lumo_ha="-0.1546 / -0.2359" charge=+1 spin_multiplicity=3 gap_ev="9.0 / 6.8" total_energy_ev=-63583.0162 e_homo_ha="-0.48445 / -0.48445" s_squared=2.01
Pd -2.479788 1.239642 -4.321654 0.188 0.295 0.524
C -2.053429 0.018411 -0.449083 -0.153 0.175 -0.823
C -1.077231 0.944521 -1.222350 0.140 0.647 0.535
O -1.345459 0.893658 -2.559958 -0.236 -0.533 -0.621
H -2.018732 0.239141 0.612116 0.365 -0.181 0.061
H -1.773738 -1.002635 -0.690670 -0.274 -0.150 0.313
H -3.064229 0.245527 -0.790319 -0.019 -0.217 -0.032
H -0.041725 0.623908 -1.068514 -0.034 -0.007 0.165
H -1.237047 1.960561 -0.833947 0.087 0.029 -0.088
C -0.310147 -4.478829 3.350743 0.160 0.496 0.045
C -1.215225 -3.667790 4.268513 0.229 -1.004 0.613
O -1.386025 -2.454246 3.549235 0.116 0.227 -0.059
C -0.346442 -2.307849 2.701983 -0.765 -0.395 -0.221
O -0.184055 -1.348691 2.009564 0.339 0.303 -0.045
O 0.399383 -3.422789 2.656174 0.096 0.000 -0.037
H -0.869445 -5.047665 2.609449 0.025 -0.087 0.029
H 0.423180 -5.093817 3.860271 -0.065 -0.077 0.023
H -0.760109 -3.478378 5.242823 0.166 0.232 -0.146
H -2.146219 -4.191777 4.474255 -0.262 0.378 -0.342
C -0.418934 2.047399 2.269250 0.138 0.617 -0.007
C -0.814971 3.531703 2.193009 -0.965 -0.388 0.138
O 0.154028 4.220478 2.952067 0.403 -0.049 -0.309
C 0.948580 3.323154 3.586784 0.131 0.187 -0.096
O 1.876012 3.598150 4.267699 -0.069 0.018 0.070
O 0.544735 2.061027 3.317305 -0.155 -0.551 0.091
H 0.076308 1.634506 1.390937 -0.124 0.178 -0.174
H -1.296640 1.447638 2.496602 0.249 -0.265 0.356
H -1.775668 3.673082 2.695178 -0.025 0.033 -0.095
H -0.918214 3.907546 1.175349 0.427 0.177 0.023
C -1.174470 -4.043205 -2.370128 -0.635 -0.478 -0.227
C -0.556731 -5.451928 -2.330269 -0.151 0.228 0.018
O -1.687062 -6.317782 -2.352196 -0.130 0.074 0.133
C -2.828312 -5.616989 -2.148694 0.042 -0.201 -0.192
O -3.899163 -6.097461 -1.995517 -0.024 0.036 0.028
O -2.577395 -4.286675 -2.171766 0.197 0.098 0.228
H -1.081615 -3.597888 -3.358903 0.274 0.261 0.140
H -0.849246 -3.392186 -1.563216 0.235 0.103 -0.162
H 0.000403 -5.632468 -1.412075 0.125 -0.046 -0.070
H 0.047212 -5.658041 -3.208804 0.152 -0.040 0.101
C 2.672363 1.901939 0.449384 1.139 -0.679 -0.564
C 3.823271 1.924845 -0.590742 0.578 -0.666 1.046
O 3.646853 3.144791 -1.285023 -0.287 -0.074 -0.057
C 2.556443 3.791618 -0.822112 0.733 -0.321 -0.633
O 2.137167 4.790846 -1.303198 -0.430 0.305 0.169
O 2.007455 3.131339 0.212834 -0.695 -0.144 0.517
H 3.073800 1.806978 1.456584 -0.229 0.502 0.152
H 2.040032 1.027685 0.291146 -0.495 0.376 -0.137
H 3.860459 1.046438 -1.236062 -0.430 0.304 -0.413
H 4.788664 1.902698 -0.081207 -0.004 0.412 -0.068
C -1.056545 4.927763 -1.915720 0.279 0.300 0.528
C -2.379624 5.523710 -1.458070 0.185 0.315 0.032
O -3.342164 4.605684 -2.028755 -0.333 0.433 0.135
C -2.758156 3.921815 -2.976847 0.599 -0.848 0.489
O -3.341708 3.090905 -3.649254 -0.327 0.050 -0.389
O -1.446908 4.103405 -3.026173 -0.088 0.032 -0.365
H -0.603530 4.295561 -1.150584 -0.004 -0.092 -0.117
H -0.308088 5.656169 -2.211168 -0.062 -0.041 -0.221
H -2.577748 6.521399 -1.844586 -0.009 -0.056 -0.129
H -2.477898 5.545944 -0.377049 -0.195 -0.153 -0.014
C 2.838918 -1.850143 0.599021 -1.121 -0.229 0.301
C 1.769404 -2.433320 -0.353201 0.874 0.663 -0.068
O 2.500107 -2.578716 -1.577911 -0.280 -0.162 0.008
C 3.810991 -2.287002 -1.401610 -0.046 -0.015 0.165
O 4.624850 -2.317718 -2.256712 0.146 -0.010 -0.147
O 4.055091 -1.942664 -0.111480 -0.009 -0.001 -0.084
H 2.855057 -2.389662 1.542783 0.385 -0.049 -0.042
H 2.578482 -0.815866 0.810678 0.337 0.082 0.093
H 1.001311 -1.679922 -0.511233 -0.335 -0.315 -0.002
H 1.369289 -3.387493 -0.024980 -0.072 -0.044 -0.078

3.
53
Properties=species:S:1:pos:R:3:forces:R:3 method="wB97M-V/def2-TZVPD" e_lumo_ha="-0.3336 / -0.4567" charge=+3 spin_multiplicity=5 gap_ev="7.9 / 5.0" total_energy_ev=-36047.8550 e_homo_ha="-0.62413 / -0.64073" s_squared=6.03
Pd -0.323378 -2.340942 1.086245 -0.172 -0.615 0.178
C 0.033290 -1.238288 4.379890 -0.001 0.001 -0.006
C 0.655601 -1.952091 3.226605 0.206 -0.054 0.034
C 0.561777 -3.358269 3.109686 0.155 0.104 0.103
C 1.184190 -4.043019 2.057607 0.050 0.034 0.076
C 1.913815 -3.333688 1.078418 0.101 0.058 0.048
C 2.050220 -1.939440 1.192695 0.107 0.002 0.056
C 1.429705 -1.261155 2.250447 0.019 0.018 0.090
H -0.980423 -1.590081 4.572150 0.003 -0.004 0.005
H 0.024780 -0.159931 4.240036 -0.011 -0.001 -0.006
H 0.620086 -1.457530 5.277571 0.007 0.015 -0.001
H 0.040102 -3.907525 3.884273 -0.101 -0.032 -0.091
H 1.139238 -5.124638 2.015454 -0.113 0.009 -0.080
H 2.426913 -3.864603 0.286639 -0.115 -0.026 -0.057
H 2.666980 -1.395955 0.488698 -0.072 0.016 -0.049
H 1.589679 -0.196982 2.372365 -0.139 0.031 -0.105
C -0.746165 -2.608837 -2.094883 0.026 0.033 0.005
O -1.207801 -1.923663 -0.900759 0.101 0.061 0.003
C -2.641372 -1.976532 -0.703484 -0.031 0.003 0.015
C -3.022134 -3.287195 -0.076621 -0.016 0.042 -0.008
O -2.263059 -3.386844 1.148628 0.011 -0.047 -0.115
C -2.440123 -4.684406 1.775648 -0.055 0.064 0.050
H -1.276861 -2.206196 -2.956143 0.006 -0.002 -0.003
H -0.914531 -3.682297 -2.019721 -0.004 0.001 -0.005
H 0.316967 -2.402617 -2.184784 -0.003 0.002 -0.004
H -3.159899 -1.812888 -1.648642 0.050 -0.035 -0.032
H -2.876270 -1.150437 -0.029346 -0.039 0.003 -0.022
H -2.783587 -4.144553 -0.710538 -0.011 0.019 -0.027
H -4.089909 -3.306097 0.149855 0.015 0.003 0.060
H -3.505690 -4.863030 1.909348 0.004 -0.008 0.003
H -1.960744 -4.647014 2.748069 0.000 -0.001 0.001
H -2.003294 -5.462910 1.149902 -0.001 -0.006 0.009
C 1.608984 6.831178 -2.865119 0.022 -0.039 -0.027
C 1.283908 5.503923 -2.292149 -0.015 0.055 -0.001
C 1.222202 5.310817 -0.893396 -0.014 -0.034 0.027
C 0.874558 4.104925 -0.349303 -0.016 0.050 -0.020
C 0.840860 3.908547 1.136193 -0.035 -0.016 0.015
C 0.554637 3.036114 -1.247235 -0.003 0.085 -0.036
Te -0.234755 1.322663 -0.476084 0.096 0.212 -0.094
C 0.677655 3.179929 -2.665457 0.027 0.024 0.019
C 0.431639 2.048511 -3.618952 -0.039 0.000 -0.041
C 1.029931 4.411568 -3.148628 0.006 -0.048 -0.005
H 1.781578 7.587129 -2.104892 0.005 -0.001 0.002
H 0.794798 7.156904 -3.520074 -0.004 0.012 0.010
H 2.491601 6.754860 -3.507661 0.009 0.006 0.010
H 1.448643 6.146867 -0.243715 0.003 -0.006 0.009
H 0.970478 4.853408 1.658863 0.000 -0.003 0.003
H 1.647761 3.242420 1.452168 0.002 0.004 0.004
H -0.113538 3.487010 1.469299 -0.009 0.021 -0.004
H 0.181801 1.108570 -3.117558 0.003 0.008 0.003
H 1.322145 1.864903 -4.221153 -0.007 -0.004 -0.002
H -0.384527 2.287405 -4.301468 -0.003 -0.004 0.005
H 1.111539 4.562000 -4.218986 -0.005 -0.010 -0.003

Which relative energy (zero: lowest compared OMol25 entry of this formula, charge and spin) belongs to each record? In order, 2.639 0.815 0.388 eV.